C16H23NO2 | the ωB97M-V functional and the def2-TZVPD basis

Each atom is followed by the atoms it is bonded to, with distances in Å.
CARTESIAN COORDINATES (ANGSTROEM)
1 C -5.44 1.88 -1.00  C2 1.522, H20 1.086, H21 1.088, H22 1.087
2 C -4.48 2.51 -2.01  C1 1.522, O3 1.429, H23 1.092, H24 1.095
3 O -3.38 1.64 -2.28  C2 1.429, C4 1.336
4 C -2.35 1.67 -1.43  O3 1.336, O5 1.204, C6 1.517
5 O -2.28 2.42 -0.49  C4 1.204
6 C -1.31 0.63 -1.81  C4 1.517, C7 1.534, C19 1.543, H25 1.092
7 C 0.09 1.09 -1.40  C6 1.534, C8 1.529, H26 1.093, H27 1.090
8 C 0.92 -0.10 -0.92  C7 1.529, N9 1.457, H28 1.097, H29 1.091
9 N 0.37 -0.74 0.26  C8 1.457, C10 1.456, C18 1.457
10 C 0.98 -0.29 1.51  N9 1.456, C11 1.505, H30 1.104, H31 1.095
11 C 2.45 -0.60 1.56  C10 1.505, C12 1.388, C16 1.398
12 C 3.37 0.44 1.62  C11 1.388, C13 1.384, H32 1.082
13 C 4.73 0.18 1.66  C12 1.384, C14 1.383, H33 1.080
14 C 5.18 -1.13 1.65  C13 1.383, C15 1.384, H34 1.080
15 C 4.27 -2.16 1.59  C14 1.384, C16 1.388, H35 1.081
16 C 2.90 -1.92 1.55  C11 1.398, C15 1.388, C17 1.497
17 C 1.93 -3.06 1.50  C16 1.497, H36 1.087, H37 1.087, H38 1.090
18 C -1.08 -0.65 0.33  N9 1.457, C19 1.522, H39 1.096, H40 1.103
19 C -1.68 -0.67 -1.07  C6 1.543, C18 1.522, H41 1.091, H42 1.090
20 H -6.29 2.53 -0.85  C1 1.086
21 H -5.78 0.92 -1.36  C1 1.088
22 H -4.93 1.75 -0.05  C1 1.087
23 H -4.97 2.66 -2.97  C2 1.092
24 H -4.10 3.46 -1.63  C2 1.095
25 H -1.39 0.46 -2.89  C6 1.092
26 H 0.00 1.81 -0.59  C7 1.093
27 H 0.59 1.58 -2.24  C7 1.090
28 H 0.98 -0.85 -1.72  C8 1.097
29 H 1.95 0.21 -0.71  C8 1.091
30 H 0.82 0.79 1.66  C10 1.104
31 H 0.47 -0.82 2.32  C10 1.095
32 H 3.02 1.46 1.63  C12 1.082
33 H 5.44 1.00 1.71  C13 1.080
34 H 6.24 -1.34 1.68  C14 1.080
35 H 4.62 -3.18 1.58  C15 1.081
36 H 2.45 -4.00 1.34  C17 1.087
37 H 1.21 -2.90 0.70  C17 1.087
38 H 1.38 -3.12 2.44  C17 1.090
39 H -1.44 -1.51 0.91  C18 1.096
40 H -1.41 0.26 0.84  C18 1.103
41 H -2.77 -0.78 -1.01  C19 1.091
42 H -1.29 -1.53 -1.62  C19 1.090

Its HOMO energy is -8.28 eV. The total charge is 0. For the HOMO-LUMO gap, the calculation gives 9.159 eV. As for the energy above the lowest of the compared OMol25 structures with the same formula, charge and spin: 0.529 eV. The LUMO energy is 0.878 eV.